Entry 1:
Entry from OMol25: a molecular structure, C13H32AgO5 at a distorted geometry (ωB97M-V/def2-TZVPD).

Properties
Total charge: -1
E, eV: -28224.2573

Last column: Löwdin charge in e.
Cartesian coordinates (Å):
Ag1 0.025 -0.347 -0.231  0.680
O1 1.554 -0.633 4.665  0.365
H1 0.687 -0.512 4.272  0.170
H2 2.189 -0.380 3.991  0.166
H3 1.654 -1.565 4.870  0.182
C1 6.532 0.802 1.076  -0.117
C2 5.187 1.513 1.191  -0.678
C3 5.196 2.775 0.379  -0.121
O2 4.193 0.509 0.960  -0.405
H4 6.692 -0.098 1.669  0.056
H5 7.300 1.535 1.323  0.051
H6 6.792 0.445 0.079  0.065
H7 5.033 1.885 2.204  0.085
H8 4.268 3.322 0.549  0.056
H9 5.196 2.538 -0.685  0.068
H10 5.983 3.503 0.576  0.060
C4 0.626 -6.338 -3.696  -0.088
C5 0.032 -4.959 -3.140  -0.592
C6 -1.533 -4.942 -3.207  -0.108
O3 0.538 -4.434 -1.899  -0.364
H11 0.581 -7.265 -3.125  0.052
H12 1.623 -6.182 -4.109  0.049
H13 0.031 -6.506 -4.593  0.039
H14 0.421 -4.235 -3.855  0.085
H15 -1.892 -5.090 -4.225  0.045
H16 -1.943 -3.961 -2.968  0.048
H17 -1.902 -5.688 -2.502  0.062
C7 -5.223 -1.892 2.835  -0.090
C8 -4.147 -0.839 3.247  -0.682
C9 -4.575 -0.174 4.564  -0.128
O4 -2.816 -1.270 3.148  -0.410
H18 -5.331 -2.726 3.528  0.061
H19 -5.018 -2.290 1.841  0.058
H20 -6.100 -1.248 2.758  0.049
H21 -4.209 0.029 2.590  0.084
H22 -4.123 0.784 4.822  0.049
H23 -4.413 -0.836 5.415  0.057
H24 -5.625 0.115 4.530  0.049
C10 -1.681 4.618 -1.374  -0.169
C11 -0.445 5.026 -2.175  -0.179
C12 0.014 3.832 -2.953  -0.247
O5 -0.729 2.803 -2.375  -0.158
C13 -2.054 3.400 -2.146  -0.175
H25 -2.382 5.451 -1.443  0.108
H26 -1.528 4.452 -0.308  0.115
H27 0.317 5.463 -1.528  0.110
H28 -0.759 5.882 -2.772  0.106
H29 1.093 3.688 -3.019  0.124
H30 -0.139 3.902 -4.030  0.112
H31 -2.639 2.650 -1.613  0.119
H32 -2.552 3.488 -3.111  0.123

***

Entry 2:
Entry from OMol25: a molecular structure, C32H38AsBaBr2Cl2FN5 at a distorted geometry (ωB97M-V/def2-TZVPD).

Properties
Total charge: -1
E, eV: -270627.9820
Relative energy (zero: lowest compared OMol25 entry of this formula, charge and spin), kcal per mole: 0.00

Last column: Löwdin charge in e.
Cartesian coordinates (Å):
Ba1 0.000 0.000 0.000  1.209
Cl1 -2.999 -0.868 0.376  0.405
C1 -2.136 -2.686 0.167  -0.579
Cl2 -0.186 -3.136 -0.125  0.331
H1 -2.638 -3.117 -0.701  0.006
H2 -2.390 -3.205 1.093  0.019
Br1 2.288 -0.656 -2.248  0.518
C2 3.725 -0.536 -0.950  -0.990
Br2 3.156 -0.128 0.860  0.737
H3 4.403 0.255 -1.274  0.007
H4 4.240 -1.499 -0.931  0.000
N1 -3.322 2.609 -2.261  0.080
C3 -3.553 3.454 -1.211  -0.065
C4 -2.713 3.024 -0.220  -0.117
N2 -1.986 1.947 -0.646  -0.020
C5 -2.355 1.686 -1.901  -0.277
C6 -1.893 0.641 -2.829  -0.254
N3 -0.984 -0.321 -2.661  -0.030
C7 -0.920 -1.034 -3.826  -0.163
C8 -1.796 -0.524 -4.746  -0.092
N4 -2.401 0.526 -4.112  0.088
H5 -3.789 2.661 -3.152  0.136
H6 -4.272 4.260 -1.260  0.111
H7 -2.589 3.427 0.777  0.109
H8 -0.246 -1.875 -3.934  0.098
H9 -2.034 -0.806 -5.762  0.108
H10 -3.106 1.115 -4.526  0.142
F1 0.099 -1.389 2.258  -0.841
C9 -5.824 0.198 6.710  -0.080
C10 -4.475 0.267 6.054  -0.305
C11 -4.285 0.996 4.883  -0.031
C12 -3.024 1.070 4.262  -0.262
C13 -2.950 1.857 2.991  -0.097
C14 -1.904 0.399 4.842  -0.268
As1 -0.059 0.329 4.050  1.300
N5 -0.045 1.415 2.468  -0.348
C15 0.003 2.821 2.243  -0.418
C16 0.068 3.775 3.272  -0.071
C17 0.084 5.141 2.974  -0.124
C18 0.034 5.570 1.647  -0.157
C19 -0.030 4.632 0.616  -0.133
C20 -0.045 3.266 0.914  -0.238
C21 1.246 1.366 5.159  -0.273
C22 2.619 1.284 4.775  -0.269
C23 3.123 0.468 3.606  -0.209
C24 3.598 1.973 5.502  -0.033
C25 3.260 2.754 6.605  -0.302
C26 4.316 3.485 7.382  -0.080
C27 1.925 2.852 6.990  -0.037
C28 0.910 2.169 6.296  -0.282
C29 -0.495 2.361 6.804  -0.065
C30 -2.130 -0.377 6.023  -0.317
C31 -1.062 -1.200 6.714  -0.096
C32 -3.401 -0.418 6.611  -0.046
H11 -6.583 0.785 6.151  0.072
H12 -5.757 0.605 7.741  0.078
H13 -6.163 -0.858 6.758  0.078
H14 -5.134 1.511 4.447  0.098
H15 -3.943 2.244 2.675  0.076
H16 -2.575 1.218 2.166  0.025
H17 -2.325 2.744 3.158  0.072
H18 0.091 3.489 4.296  0.059
H19 0.128 5.868 3.776  0.080
H20 0.041 6.628 1.419  0.068
H21 -0.074 4.963 -0.414  0.084
H22 -0.103 2.549 0.104  -0.176
H23 2.346 -0.078 3.046  -0.054
H24 3.849 -0.288 3.974  0.089
H25 3.640 1.136 2.886  0.024
H26 4.638 1.897 5.204  0.107
H27 5.329 3.308 6.962  0.072
H28 4.310 3.136 8.436  0.077
H29 4.111 4.575 7.358  0.079
H30 1.681 3.466 7.849  0.103
H31 -0.538 3.085 7.644  0.077
H32 -0.875 1.420 7.214  0.057
H33 -1.162 2.748 6.009  0.080
H34 -0.064 -1.151 6.246  0.041
H35 -1.371 -2.267 6.723  0.082
H36 -0.949 -0.862 7.765  0.079
H37 -3.559 -1.000 7.513  0.111
H38 0.820 2.364 -0.744  -0.074

***

Entry 3:
Entry from OMol25: 7 unconnected molecules or ions with the total composition C32H77FN4O7PS at a distorted geometry (ωB97M-V/def2-TZVPD).

Properties
Total charge: +1
E, eV: -77557.6508

Last column: Löwdin charge in e.
Cartesian coordinates (Å):
C1 2.573 1.576 1.230  -0.110
O1 2.996 2.004 -0.043  -0.187
C2 1.989 2.694 -0.773  -0.233
C3 1.863 2.180 -2.204  -0.152
C4 2.076 0.664 -2.375  -0.184
C5 0.766 -0.136 -2.464  -0.190
C6 0.137 -0.190 -1.076  -0.200
C7 -1.132 -1.053 -0.968  -0.146
C8 -2.147 -0.847 -2.099  -0.089
N1 -3.532 -0.535 -1.709  0.022
C9 -4.556 -1.117 -2.259  -0.358
N2 -4.754 -2.390 -2.385  0.289
N3 -5.453 -0.104 -2.734  0.063
C10 -5.246 1.062 -1.814  -0.439
C11 -5.172 2.250 -2.822  -0.152
C12 -5.682 3.636 -2.412  -0.432
C13 -4.849 4.388 -1.383  -0.082
C14 -5.648 4.500 -3.709  -0.056
P1 -6.901 1.095 -0.955  0.495
S1 -7.129 2.358 0.497  0.322
C15 -3.972 0.651 -0.941  -0.281
C16 -2.949 1.695 -0.561  -0.077
C17 -2.099 2.303 -1.667  -0.253
N4 -1.315 3.252 -1.471  0.140
C18 -4.411 -0.060 0.412  -0.089
C19 -4.453 0.775 1.685  -0.400
C20 -5.478 0.194 2.675  -0.037
F1 -3.210 0.680 2.320  -0.026
H1 2.502 2.399 1.947  0.092
H2 3.308 0.864 1.603  0.067
H3 1.608 1.062 1.202  0.073
H4 2.292 3.741 -0.833  0.121
H5 1.054 2.690 -0.212  0.085
H6 2.621 2.684 -2.794  0.109
H7 0.898 2.432 -2.636  0.088
H8 2.619 0.228 -1.545  0.098
H9 2.696 0.509 -3.252  0.103
H10 1.065 -1.155 -2.705  0.120
H11 0.124 0.306 -3.223  0.100
H12 0.869 -0.671 -0.432  0.120
H13 -0.007 0.792 -0.638  0.082
H14 -1.544 -0.910 0.029  0.103
H15 -0.794 -2.084 -1.003  0.115
H16 -2.175 -1.766 -2.676  0.130
H17 -1.821 -0.097 -2.809  0.101
H18 -5.455 -2.777 -3.001  0.154
H19 -4.150 -3.016 -1.867  0.156
H20 -5.028 0.046 -3.651  0.145
H21 -5.837 1.958 -3.633  0.109
H22 -4.197 2.327 -3.293  0.118
H23 -6.719 3.650 -2.093  0.096
H24 -3.810 4.497 -1.666  0.071
H25 -5.242 5.401 -1.337  0.092
H26 -4.963 4.008 -0.375  0.035
H27 -4.633 4.821 -3.911  0.086
H28 -6.059 3.902 -4.518  0.076
H29 -6.306 5.343 -3.545  0.084
H30 -7.826 1.326 -1.988  0.014
H31 -7.139 -0.220 -0.501  -0.003
H32 -3.375 2.520 -0.011  0.115
H33 -2.248 1.215 0.118  0.120
H34 -2.153 1.964 -2.698  0.104
H35 -1.343 3.537 -0.486  0.083
H36 -5.301 -0.655 0.260  0.082
H37 -3.625 -0.793 0.573  0.125
H38 -4.654 1.826 1.546  0.086
H39 -5.808 0.987 3.331  0.084
H40 -4.943 -0.563 3.238  0.089
H41 -6.305 -0.291 2.173  0.064
C21 3.419 0.380 5.565  -0.088
C22 4.111 -0.629 4.666  -0.313
O2 4.433 -0.058 3.398  -0.099
H42 2.506 0.746 5.093  0.073
H43 3.164 -0.063 6.528  0.075
H44 4.063 1.245 5.741  0.075
H45 3.460 -1.481 4.476  0.111
H46 5.029 -0.995 5.136  0.098
H47 5.020 0.690 3.557  0.088
C23 5.808 -1.488 -1.213  -0.075
C24 5.469 -2.042 -2.582  -0.312
O3 5.060 -0.998 -3.468  -0.095
H48 4.947 -0.968 -0.788  0.067
H49 6.108 -2.287 -0.533  0.057
H50 6.621 -0.761 -1.281  0.077
H51 4.645 -2.751 -2.512  0.105
H52 6.330 -2.560 -3.016  0.105
H53 5.789 -0.372 -3.542  0.081
C25 5.265 -5.406 -4.890  -0.090
C26 6.756 -5.176 -5.053  -0.323
O4 7.466 -5.518 -3.866  -0.088
H54 4.881 -4.817 -4.057  0.059
H55 4.724 -5.130 -5.797  0.074
H56 5.057 -6.456 -4.667  0.073
H57 6.960 -4.125 -5.255  0.107
H58 7.148 -5.768 -5.887  0.108
H59 7.303 -6.450 -3.685  0.079
C27 6.791 -4.139 2.439  -0.089
C28 5.508 -4.583 1.762  -0.318
O5 5.683 -4.736 0.353  -0.099
H60 7.135 -3.194 2.016  0.076
H61 6.649 -4.012 3.510  0.052
H62 7.585 -4.872 2.280  0.079
H63 4.724 -3.840 1.905  0.106
H64 5.163 -5.535 2.182  0.106
H65 6.368 -5.400 0.211  0.082
C29 7.038 -3.137 7.194  -0.090
C30 7.813 -4.238 6.493  -0.314
O6 8.329 -3.792 5.240  -0.097
H66 6.214 -2.794 6.566  0.057
H67 6.634 -3.486 8.145  0.076
H68 7.681 -2.275 7.386  0.074
H69 7.165 -5.089 6.285  0.112
H70 8.642 -4.583 7.119  0.109
H71 8.914 -3.046 5.414  0.086
C31 -10.437 5.820 2.353  -0.092
C32 -9.064 6.235 1.859  -0.321
O7 -8.074 5.271 2.208  -0.113
H72 -10.427 5.690 3.436  0.076
H73 -11.190 6.567 2.096  0.075
H74 -10.732 4.864 1.914  0.071
H75 -8.763 7.178 2.312  0.112
H76 -9.070 6.364 0.771  0.106
H77 -8.324 4.434 1.801  -0.001

***

Entry 4:
Entry from OMol25: 2 unconnected molecules or ions with the total composition C6H14N2O2 at a distorted geometry (ωB97M-V/def2-TZVPD).

Properties
E, eV: -13524.7133
Relative energy (zero: lowest compared OMol25 entry of this formula, charge and spin), kcal per mole: 21.01
SMILES: CNC(C)=O.CNC(C)=O

Last column: Löwdin charge in e.
Cartesian coordinates (Å):
C1 -0.871 -1.369 -2.539  -0.079
N1 -1.069 -0.493 -1.417  0.000
C2 -1.394 0.819 -1.503  -0.562
C3 -1.827 1.456 -0.192  -0.003
O1 -1.440 1.421 -2.559  0.040
H1 -1.785 -1.927 -2.802  0.086
H2 -0.604 -0.779 -3.416  0.086
H3 -0.163 -2.165 -2.338  0.073
H4 -1.032 -0.940 -0.517  0.123
H5 -2.702 2.037 -0.472  0.090
H6 -1.876 0.750 0.621  0.051
H7 -1.020 2.167 0.026  0.079
C4 0.160 0.598 2.744  -0.060
N2 0.782 0.442 1.416  0.003
C5 1.735 -0.562 1.367  -0.545
C6 2.469 -0.720 0.038  0.005
O2 1.796 -1.436 2.206  0.043
H8 0.204 -0.343 3.274  0.079
H9 0.619 1.410 3.253  0.075
H10 -0.905 0.802 2.601  0.066
H11 0.985 1.277 0.891  0.117
H12 1.942 -1.565 -0.388  0.078
H13 2.533 0.208 -0.527  0.078
H14 3.465 -1.088 0.234  0.077

***

Number 1: gap between HOMO and LUMO 0.12004 hartree. Number 2: gap between HOMO and LUMO 0.11698 hartree. Number 3: gap between HOMO and LUMO 0.28792 hartree. Number 4: gap between HOMO and LUMO 0.37524 hartree.